Molecular formula: C3H12
Method: DFT, the ωB97M-V functional and the def2-TZVPD basis

Each line ends with the Mulliken charge.
Geometry (Å):
C  -3.42184  2.34492  2.00169  -0.8403
H  -3.76626  3.35271  1.72197  0.2282
H  -3.57210  1.68641  1.08467  0.2095
H  -2.23517  2.36988  2.05448  0.1560
H  -3.72710  1.89574  2.86369  0.2464
C  1.84148  -1.93524  -3.66462  -0.9217
H  1.76214  -1.36793  -2.76119  0.1500
H  1.12032  -1.55652  -4.38711  0.2442
H  2.82815  -1.95713  -4.11300  0.2443
H  1.61881  -2.93350  -3.58285  0.2832
C  1.53752  -0.46429  1.68892  -0.8417
H  2.53247  -0.07163  1.93604  0.2486
H  1.31499  -0.47782  0.72999  0.1876
H  1.24493  -1.31811  2.32845  0.2214
H  0.92167  0.43250  2.09886  0.1843

Frontier orbital gap = 0.4902 Eh
Spin multiplicity = 1
Strongest force on any atom = 6.837 eV/Å
Structure (SMILES) = C.C.C



Molecular formula: C32H28NiP2S2
Method: DFT, the ωB97M-V functional and the def2-TZVPD basis

Each line ends with the Mulliken charge.
Geometry (Å):
Ni  -0.10512  1.17140  0.16738  0.1594
S  -1.78064  1.99644  1.19599  -0.3447
C  -1.03056  3.34467  2.00502  0.3669
C  -1.71098  4.02139  3.03029  -0.6457
C  -1.14975  5.12882  3.62248  -0.4952
C  0.10872  5.58875  3.20382  -0.5127
C  0.79365  4.93338  2.20800  -0.6034
C  0.25346  3.78586  1.59818  0.2501
S  1.14529  2.93323  0.36695  -0.5212
H  -2.68240  3.66451  3.34770  0.3882
H  -1.68489  5.64287  4.41061  0.3526
H  0.55074  6.46209  3.66651  0.3488
H  1.76448  5.29036  1.88923  0.4039
C  -1.69906  -0.89369  -1.47778  -1.3163
C  -1.53799  -1.76339  -0.23274  -1.3913
P  -0.49631  -0.82403  0.97798  1.7317
C  1.10930  -1.68096  1.03510  0.5301
C  2.25840  -0.92427  1.23782  -0.5251
C  3.49573  -1.54858  1.33351  -0.7235
C  3.59166  -2.92608  1.21926  -0.4467
C  2.44518  -3.68911  1.03247  -0.9109
C  1.20897  -3.06955  0.95335  -0.4174
C  -1.19385  -1.15283  2.62373  0.8695
C  -2.55140  -0.92256  2.85462  -0.3917
C  -3.09083  -1.12625  4.11325  -0.8606
C  -2.27953  -1.54531  5.15965  -0.4447
C  -0.92944  -1.76245  4.94177  -0.7717
C  -0.38648  -1.56863  3.67783  -0.5021
P  -0.15008  0.04634  -1.85132  0.7506
C  -0.69997  1.03777  -3.26788  0.7808
C  -1.49317  2.14089  -2.93345  -0.4827
C  -1.94390  2.99759  -3.91986  -0.7285
C  -1.59267  2.77014  -5.24659  -0.4754
C  -0.78625  1.69431  -5.57710  -0.7090
C  -0.33256  0.82795  -4.58827  -0.4437
C  0.99816  -1.19493  -2.50806  0.4757
C  2.33611  -1.12419  -2.13357  -0.6462
C  3.24670  -2.06707  -2.58938  -0.5145
C  2.82477  -3.08844  -3.42632  -0.5519
C  1.49319  -3.16325  -3.81516  -0.7290
C  0.58418  -2.22119  -3.35957  -0.2873
H  -2.42618  -0.10454  -1.28026  0.5360
H  -2.06011  -1.47261  -2.33068  0.8090
H  -1.04449  -2.70675  -0.47028  0.3894
H  -2.50462  -2.00657  0.20907  0.6187
H  2.18441  0.15569  1.32045  0.3075
H  4.38467  -0.95116  1.49290  0.4130
H  4.55791  -3.41024  1.28554  0.3919
H  2.51467  -4.76666  0.95646  0.3993
H  0.31994  -3.67672  0.83306  0.4597
H  -3.18530  -0.55989  2.05650  0.3619
H  -4.14453  -0.94361  4.28059  0.4041
H  -2.70142  -1.69665  6.14501  0.3796
H  -0.29074  -2.08249  5.75491  0.4178
H  0.67008  -1.74132  3.52099  0.3243
H  -1.68918  2.31740  -1.88810  0.1878
H  -2.55162  3.85275  -3.65367  0.4282
H  -1.93647  3.44464  -6.02011  0.3728
H  -0.50026  1.52872  -6.60787  0.3972
H  0.30713  -0.00461  -4.85738  0.3716
H  2.66584  -0.32641  -1.47978  0.4031
H  4.28319  -2.00186  -2.28476  0.4439
H  3.53308  -3.82654  -3.78064  0.4029
H  1.16394  -3.95608  -4.47476  0.4172
H  -0.45077  -2.28652  -3.67262  0.3473

Frontier orbital gap (spin up / spin down) = 0.2404 / 0.2402 Eh
Spin multiplicity = 1
Strongest force on any atom = 0.916 eV/Å



Molecular formula: C10H14HgO5
Method: DFT, the ωB97M-V functional and the def2-TZVPD basis

Each line ends with the Mulliken charge.
Geometry (Å):
Hg  -0.13867  0.22251  0.08083  1.8777
C  1.89617  -1.68459  -0.18734  0.0879
O  2.79381  -2.36432  -0.35901  -0.0722
C  -1.60536  -2.02590  -0.96878  0.0709
O  -2.23027  -2.87004  -1.41219  -0.0878
C  0.15857  0.85997  -2.43853  0.0312
O  0.59492  1.21782  -3.42459  -0.0616
C  -0.48835  -0.75659  2.49269  0.0438
O  -0.59816  -1.28930  3.47932  -0.0536
C  -1.45877  2.11954  0.50352  -0.6072
H  -1.24413  2.23207  1.56729  0.4261
H  -0.93599  2.81872  -0.15065  0.3294
C  -2.34436  1.16377  0.00924  -0.6537
H  -2.56662  1.05232  -1.05554  0.3901
H  -2.87718  0.44787  0.64351  0.3503
C  3.23185  2.63726  -1.56484  -1.1914
C  3.02855  1.33695  -0.80644  -0.4133
O  1.91064  1.61526  0.02774  -0.3429
C  2.11821  1.98221  1.44236  -0.0743
C  2.73400  0.87245  2.25464  -0.9271
H  2.33158  2.88862  -2.14069  0.2466
H  4.08819  2.61053  -2.24335  0.4251
H  3.33431  3.44526  -0.82219  0.2930
H  2.74637  0.54995  -1.47382  0.3871
H  3.88927  1.00161  -0.20782  0.3600
H  2.67206  2.93872  1.47700  0.3322
H  1.08861  2.12619  1.79868  -0.0010
H  3.72461  0.60349  1.85589  0.3275
H  2.85472  1.21738  3.28655  0.3994
H  2.13927  -0.05977  2.32488  0.1077

Total charge = +2
Frontier orbital gap = 0.3153 Eh
Spin multiplicity = 1
Strongest force on any atom = 3.058 eV/Å



Question: Number 3 is which compound?
Answer: C10H14HgO5



Question: Number 3 is which compound?
Answer: C10H14HgO5



Please write out number 3 again, unchanged.
Molecular formula: C10H14HgO5
Method: DFT, the ωB97M-V functional and the def2-TZVPD basis

Each line ends with the Mulliken charge.
Geometry (Å):
Hg  -0.13867  0.22251  0.08083  1.8777
C  1.89617  -1.68459  -0.18734  0.0879
O  2.79381  -2.36432  -0.35901  -0.0722
C  -1.60536  -2.02590  -0.96878  0.0709
O  -2.23027  -2.87004  -1.41219  -0.0878
C  0.15857  0.85997  -2.43853  0.0312
O  0.59492  1.21782  -3.42459  -0.0616
C  -0.48835  -0.75659  2.49269  0.0438
O  -0.59816  -1.28930  3.47932  -0.0536
C  -1.45877  2.11954  0.50352  -0.6072
H  -1.24413  2.23207  1.56729  0.4261
H  -0.93599  2.81872  -0.15065  0.3294
C  -2.34436  1.16377  0.00924  -0.6537
H  -2.56662  1.05232  -1.05554  0.3901
H  -2.87718  0.44787  0.64351  0.3503
C  3.23185  2.63726  -1.56484  -1.1914
C  3.02855  1.33695  -0.80644  -0.4133
O  1.91064  1.61526  0.02774  -0.3429
C  2.11821  1.98221  1.44236  -0.0743
C  2.73400  0.87245  2.25464  -0.9271
H  2.33158  2.88862  -2.14069  0.2466
H  4.08819  2.61053  -2.24335  0.4251
H  3.33431  3.44526  -0.82219  0.2930
H  2.74637  0.54995  -1.47382  0.3871
H  3.88927  1.00161  -0.20782  0.3600
H  2.67206  2.93872  1.47700  0.3322
H  1.08861  2.12619  1.79868  -0.0010
H  3.72461  0.60349  1.85589  0.3275
H  2.85472  1.21738  3.28655  0.3994
H  2.13927  -0.05977  2.32488  0.1077

Total charge = +2
Frontier orbital gap = 0.3153 Eh
Spin multiplicity = 1
Strongest force on any atom = 3.058 eV/Å